(1)
# C50H61N3O10SSbSiZr

A structure of composition C50H61N3O10SSbSiZr (ωB97M-V with the def2-TZVPD basis set, the OMol25 dataset).

Calculated total energy in eV: -104297.851
Highest occupied orbital energy in eV: -14.96
Maximum force in eV Å⁻¹: 0.97
Orbital gap in hartree: 0.26547
Total charge: +3

The geometry in XYZ format:
```
128
Properties=species:S:1:pos:R:3:mulliken_charge:R:1
Zr -0.46 -0.97 1.36 -0.73
N 5.14 -0.96 1.62 -0.39
C 5.79 0.10 2.14 1.16
C 5.35 0.68 3.35 -0.71
C 5.95 1.80 3.83 -0.63
C 7.03 2.37 3.11 0.34
C 7.50 1.78 1.90 -0.71
C 6.90 0.65 1.45 -0.68
S 7.62 3.83 3.58 1.27
O 8.65 4.36 2.77 -0.53
O 7.24 4.26 4.87 -0.54
O 5.94 5.04 2.60 -0.67
H 4.47 -1.45 2.20 0.20
H 5.62 -1.53 0.94 0.24
H 4.53 0.23 3.89 0.42
H 5.63 2.24 4.76 0.51
H 8.33 2.22 1.37 0.54
H 7.27 0.17 0.55 0.39
C 0.92 2.01 -4.11 -0.89
C 1.95 1.37 -3.44 -0.69
C 1.94 1.27 -2.06 -0.44
C 0.88 1.85 -1.35 0.73
C -0.17 2.47 -2.01 -0.48
C -0.14 2.55 -3.40 -1.09
Sb 0.87 1.93 0.73 2.92
C 2.63 2.94 1.29 0.26
C 2.64 3.46 2.59 -0.93
C 3.73 4.19 3.04 -0.87
C 4.80 4.36 2.18 0.63
C 4.82 3.86 0.89 -0.73
C 3.72 3.14 0.45 -0.35
C -0.52 3.38 1.26 0.51
C -1.64 3.13 2.04 -0.71
C -2.47 4.19 2.41 -0.56
C -2.18 5.48 1.98 -0.82
C -1.07 5.72 1.18 -0.76
C -0.23 4.67 0.83 -0.75
H 0.95 2.10 -5.19 0.47
H 2.78 0.94 -4.00 0.52
H 2.73 0.75 -1.55 0.54
H -0.99 2.91 -1.46 0.48
H -0.94 3.06 -3.92 0.51
H 1.79 3.33 3.25 0.47
H 3.74 4.61 4.03 0.46
H 5.72 5.71 3.27 0.39
H 5.67 4.05 0.25 0.53
H 3.72 2.77 -0.57 0.56
H -1.88 2.13 2.37 0.22
H -3.33 4.01 3.03 0.47
H -2.83 6.30 2.26 0.43
H -0.85 6.72 0.84 0.47
H 0.64 4.88 0.22 0.43
C 3.27 -1.89 -5.29 -1.29
O 1.91 -1.66 -4.90 0.13
C 0.94 -2.01 -5.78 1.07
C 1.16 -2.62 -7.01 -0.82
C 0.09 -2.89 -7.85 -0.79
C -1.22 -2.57 -7.49 -0.84
C -1.44 -1.96 -6.26 -0.70
C -0.37 -1.72 -5.41 0.04
N -0.67 -1.04 -4.17 0.64
C -0.34 -1.25 -2.94 -1.16
C 0.30 -2.37 -2.31 0.82
C 0.43 -3.64 -2.88 -0.51
C 0.88 -4.71 -2.13 -1.20
C 1.23 -4.51 -0.80 -0.74
C 1.13 -3.25 -0.20 -0.62
C 0.67 -2.17 -0.96 -0.46
O 0.56 -0.96 -0.41 0.45
H 3.45 -2.95 -5.44 0.50
H 3.88 -1.53 -4.47 0.27
H 3.51 -1.34 -6.20 0.42
H 2.16 -2.85 -7.33 0.51
H 0.28 -3.36 -8.80 0.44
H -2.04 -2.77 -8.15 0.43
H -2.44 -1.70 -5.95 0.50
H -1.24 -0.21 -4.31 0.56
H -0.68 -0.46 -2.27 0.96
H 0.13 -3.81 -3.90 0.54
H 0.97 -5.69 -2.57 0.48
H 1.59 -5.34 -0.21 0.48
H 1.47 -3.10 0.82 0.86
O 1.22 -0.67 2.31 -0.92
N 0.55 0.58 2.26 -0.35
C -5.56 0.19 -0.84 -1.32
C -5.52 0.51 0.64 1.67
C -6.84 0.25 1.32 -1.77
C -5.00 1.92 0.90 -1.27
O -4.56 -0.42 1.29 -0.05
Si -3.08 -0.83 0.95 -1.54
O -1.92 0.24 0.54 0.14
O -2.28 -1.48 2.36 1.60
C -2.47 -1.45 3.86 1.15
C -2.34 -0.02 4.35 -1.55
C -1.40 -2.36 4.42 -1.55
C -3.86 -2.00 4.13 -1.51
O -2.66 -2.10 -0.01 1.19
C -3.20 -3.48 0.01 1.75
C -2.38 -4.31 0.98 -1.10
C -4.66 -3.47 0.41 -1.59
C -3.03 -3.98 -1.41 -1.60
H -6.21 0.90 -1.35 0.58
H -5.95 -0.81 -1.01 0.29
H -4.57 0.27 -1.30 0.17
H -7.61 0.89 0.88 0.44
H -6.78 0.47 2.38 0.34
H -7.14 -0.79 1.18 0.37
H -5.67 2.64 0.43 0.60
H -4.00 2.06 0.49 0.03
H -4.98 2.13 1.97 0.30
H -1.36 0.42 4.12 0.24
H -2.46 -0.02 5.43 0.70
H -3.12 0.61 3.92 0.18
H -0.39 -2.05 4.13 0.36
H -1.56 -3.39 4.11 0.29
H -1.42 -2.32 5.51 0.51
H -4.62 -1.37 3.66 0.23
H -4.04 -2.01 5.20 0.59
H -3.96 -3.02 3.76 0.27
H -2.69 -4.17 2.01 0.06
H -1.31 -4.08 0.89 -0.02
H -2.49 -5.37 0.73 0.60
H -4.82 -2.99 1.38 0.26
H -5.00 -4.51 0.51 0.51
H -5.29 -2.98 -0.33 0.28
H -1.97 -4.05 -1.67 0.20
H -3.52 -3.30 -2.12 0.36
H -3.47 -4.97 -1.52 0.50
```

(2)
# C50H63N6O3

A cluster of 2 separate species, C50H63N6O3 in total at a distorted geometry (ωB97M-V with the def2-TZVPD basis set, the OMol25 dataset).

Calculated total energy in eV: -67945.109
Highest occupied orbital energy in eV: -8.73
Maximum force in eV Å⁻¹: 3.66
Orbital gap in hartree: 0.15616
Total charge: +1

The geometry in XYZ format:
```
122
Properties=species:S:1:pos:R:3:mulliken_charge:R:1
C -2.81 0.80 -2.67 -1.36
C -1.96 2.06 -2.72 2.58
C -2.73 3.24 -3.33 -1.51
C -0.64 1.83 -3.49 0.51
C -0.71 1.55 -4.85 -0.68
C 0.45 1.48 -5.62 -1.40
C 1.69 1.73 -5.03 -0.57
C 1.79 2.01 -3.67 0.28
C 3.16 2.26 -3.04 2.29
C 4.15 2.93 -3.99 -1.83
C 3.74 0.99 -2.44 -1.30
C 0.62 2.00 -2.89 -0.98
N 0.71 2.35 -1.49 1.92
N 1.11 3.59 -1.17 -1.14
N 1.00 3.66 0.17 1.74
C 1.00 4.93 0.86 -1.13
C -0.22 5.49 1.29 0.38
C -1.59 4.88 0.93 2.20
C -2.41 5.85 0.08 -1.55
C -2.37 4.44 2.16 -1.28
C -0.18 6.66 2.05 -0.39
C 1.04 7.28 2.31 -1.64
C 2.23 6.76 1.81 -0.31
C 2.22 5.58 1.06 0.77
C 3.54 5.01 0.53 1.21
C 4.40 4.46 1.66 -1.25
C 4.31 6.04 -0.30 -1.62
C 0.68 2.44 0.71 0.24
C 0.65 2.26 2.16 -1.28
C 0.46 1.57 -0.34 0.75
C 0.15 0.21 -0.32 -1.84
H -2.28 0.00 -2.15 0.19
H -3.74 1.00 -2.12 0.40
H -3.08 0.45 -3.68 0.37
H -1.67 2.32 -1.70 -1.22
H -2.09 4.13 -3.36 0.39
H -3.05 3.01 -4.35 0.29
H -3.61 3.48 -2.72 0.39
H -1.69 1.40 -5.31 0.39
H 0.38 1.25 -6.68 0.38
H 2.59 1.70 -5.65 0.25
H 2.97 2.97 -2.22 -0.66
H 3.70 3.81 -4.45 0.43
H 5.04 3.25 -3.44 0.40
H 4.46 2.23 -4.78 0.41
H 3.05 0.54 -1.72 0.24
H 3.95 0.26 -3.23 0.34
H 4.68 1.22 -1.92 0.35
H -1.38 3.99 0.32 -1.06
H -1.83 6.16 -0.81 0.38
H -3.34 5.39 -0.27 0.37
H -2.66 6.75 0.65 0.34
H -1.79 3.76 2.78 0.18
H -2.65 5.31 2.77 0.35
H -3.29 3.91 1.87 0.33
H -1.12 7.09 2.41 0.39
H 1.06 8.20 2.90 0.37
H 3.18 7.26 2.00 0.37
H 3.26 4.18 -0.14 -0.45
H 3.84 3.72 2.25 0.26
H 5.30 3.99 1.27 0.42
H 4.70 5.27 2.34 0.30
H 3.70 6.39 -1.14 0.36
H 4.57 6.91 0.32 0.33
H 5.23 5.60 -0.70 0.45
H 0.57 1.19 2.37 0.43
H 1.57 2.64 2.66 0.17
H -0.21 2.76 2.61 -0.16
H 0.78 -0.37 0.37 0.51
H -0.18 -0.23 -1.26 0.23
C -1.86 -8.25 2.46 -0.94
N -1.10 -7.06 2.14 0.27
C 0.27 -7.09 2.05 0.22
O 0.97 -8.07 2.27 -0.69
C 0.72 -5.69 1.64 0.09
C 1.49 -5.68 0.31 -0.54
C 2.79 -6.45 0.38 0.52
C 3.03 -7.49 -0.53 -0.40
C 4.18 -8.27 -0.40 -0.59
C 5.12 -7.98 0.61 -0.45
C 4.90 -6.91 1.48 -0.70
C 3.74 -6.13 1.36 -0.21
N -0.54 -4.95 1.58 0.67
C -0.58 -3.65 1.23 0.22
C -1.75 -2.91 1.15 0.00
C -1.83 -1.58 0.76 0.47
C -3.07 -0.85 0.81 0.58
C -4.32 -1.51 1.01 -0.57
C -5.51 -0.79 1.11 -0.61
N -6.72 -1.51 1.35 0.97
O -7.80 -0.88 1.41 -0.58
O -6.66 -2.76 1.49 -0.58
C -5.54 0.61 0.99 -0.71
C -4.33 1.28 0.76 -0.43
C -3.12 0.57 0.68 -0.08
C -1.73 -5.78 1.87 0.14
C -2.67 -5.90 0.66 -1.52
C -2.53 -5.33 3.10 -1.56
H -1.17 -9.08 2.59 0.38
H -2.43 -8.10 3.38 0.29
H -2.56 -8.49 1.65 0.31
H 1.37 -5.29 2.44 0.25
H 0.84 -6.10 -0.47 0.31
H 1.69 -4.63 0.05 0.41
H 2.29 -7.69 -1.31 0.32
H 4.34 -9.11 -1.08 0.37
H 6.02 -8.59 0.71 0.37
H 5.62 -6.67 2.26 0.37
H 3.54 -5.30 2.04 0.33
H 0.39 -3.20 1.01 0.66
H -2.68 -3.41 1.43 -1.11
H -0.92 -1.10 0.45 -0.16
H -4.38 -2.60 1.08 0.76
H -6.49 1.12 1.06 0.51
H -4.34 2.36 0.65 0.47
H -2.17 1.10 0.52 0.67
H -2.13 -6.33 -0.20 0.33
H -3.51 -6.56 0.92 0.51
H -3.08 -4.93 0.36 0.40
H -1.90 -5.42 4.00 0.39
H -2.86 -4.29 3.03 0.32
H -3.41 -5.96 3.21 0.48
```

(3)
# C50H67BBrClN10O17P2S

A cluster of 6 separate species, C50H67BBrClN10O17P2S in total at a distorted geometry (ωB97M-V with the def2-TZVPD basis set, the OMol25 dataset).

Calculated total energy in eV: -215287.196
Highest occupied orbital energy in eV: -8.82
Maximum force in eV Å⁻¹: 2.07
Orbital gap in hartree: 0.29692

The geometry in XYZ format:
```
150
Properties=species:S:1:pos:R:3:mulliken_charge:R:1
C -5.90 4.05 3.05 -0.88
O -5.28 2.83 2.74 -0.17
C -4.76 2.85 1.43 -1.04
C -3.88 1.64 1.17 0.19
C -2.87 1.32 2.28 -0.41
C -1.40 1.66 1.91 0.16
Br -0.38 1.38 3.58 -0.06
O -1.11 0.82 0.88 0.20
C 0.27 0.75 0.44 -1.98
B 0.93 -0.62 1.00 0.77
C 0.10 -1.91 1.36 -0.13
O 2.28 -0.65 1.25 -0.93
C 0.47 0.88 -1.10 2.63
C -0.74 1.52 -1.84 -1.16
C -0.79 3.06 -1.97 -1.22
C -0.22 3.59 -3.29 -0.27
Cl -1.33 4.78 -4.04 -0.21
C 1.63 1.90 -1.25 -2.68
C 3.02 1.39 -0.79 0.09
C 4.09 2.08 -1.66 -0.75
C 3.99 3.61 -1.66 -0.72
C 5.29 4.25 -1.15 -1.27
N 5.57 3.67 0.20 -0.47
N 0.81 -0.45 -1.71 1.48
C 1.55 -0.37 -2.97 -0.31
C 1.98 -1.74 -3.54 -1.11
S 2.86 -2.82 -2.37 -0.31
C 4.30 -1.94 -2.05 0.59
N 4.75 -1.62 -0.89 0.19
N 5.92 -0.94 -1.06 -0.70
C 6.11 -0.87 -2.33 0.02
O 5.15 -1.48 -3.03 -0.35
P -0.50 -1.46 -1.97 0.06
O -1.07 -1.41 -3.32 -0.54
O -0.04 -2.96 -1.66 -0.49
O -1.66 -1.18 -0.91 -0.16
P -1.31 3.50 1.56 0.71
N 0.09 4.21 1.61 -0.90
H -6.76 4.22 2.40 0.33
H -6.23 4.06 4.08 0.24
H -5.22 4.91 2.92 0.33
H -4.23 3.79 1.27 0.35
H -5.59 2.86 0.71 0.47
H -3.38 1.82 0.22 -0.26
H -4.53 0.80 0.97 0.38
H -2.87 0.24 2.37 -0.53
H -3.15 1.77 3.23 1.13
H 0.83 1.53 0.95 0.31
H 0.38 -2.75 0.72 -0.16
H -0.97 -1.74 1.36 -0.15
H 0.41 -2.20 2.36 0.50
H 2.75 -1.30 0.71 0.04
H -1.69 1.22 -1.40 0.06
H -0.80 1.14 -2.86 0.30
H -1.85 3.31 -2.02 0.73
H -0.41 3.61 -1.12 0.25
H 0.77 4.02 -3.17 0.21
H -0.15 2.78 -4.00 0.12
H 1.41 2.76 -0.64 0.98
H 1.75 2.17 -2.29 0.85
H 3.09 0.32 -0.92 -0.58
H 3.22 1.71 0.23 0.55
H 5.08 1.76 -1.35 0.85
H 3.90 1.75 -2.69 0.36
H 3.20 4.00 -1.02 0.25
H 3.83 3.98 -2.67 0.35
H 6.11 4.03 -1.82 0.42
H 5.18 5.32 -1.06 0.56
H 6.58 3.64 0.28 0.20
H 5.28 4.37 0.87 0.22
H 0.99 0.09 -3.79 0.06
H 2.47 0.19 -2.88 -0.03
H 1.18 -2.27 -4.03 0.21
H 2.70 -1.50 -4.32 0.93
H 6.95 -0.36 -2.76 0.43
H -0.81 -3.46 -1.38 0.26
H -2.47 -1.48 -1.34 0.27
H -2.15 4.06 2.55 0.09
H -2.02 3.66 0.36 -0.03
H 0.82 3.53 1.82 0.31
C -6.61 -0.60 6.75 -0.43
C -7.12 -0.68 5.46 -0.70
C -6.31 -1.09 4.42 -0.12
C -4.99 -1.42 4.69 0.09
C -4.47 -1.34 5.96 -0.53
C -5.29 -0.93 7.00 -0.51
N -4.13 -1.88 3.59 1.16
O -4.61 -1.92 2.47 -0.46
O -2.99 -2.19 3.84 -0.63
H -7.25 -0.28 7.56 0.40
H -8.15 -0.43 5.27 0.40
H -6.70 -1.16 3.41 0.47
H -3.44 -1.60 6.15 0.51
H -4.89 -0.86 8.00 0.39
C -1.46 -3.20 -5.62 -0.23
C -2.39 -2.24 -6.01 -0.34
C -2.96 -2.30 -7.27 -0.38
C -2.60 -3.32 -8.12 -0.05
C -1.68 -4.29 -7.75 -0.32
C -1.11 -4.22 -6.49 -0.71
N -3.22 -3.40 -9.46 1.01
O -4.01 -2.53 -9.76 -0.61
O -2.90 -4.33 -10.17 -0.61
H -1.03 -3.15 -4.64 0.46
H -2.66 -1.45 -5.33 0.43
H -3.67 -1.55 -7.58 0.46
H -1.40 -5.08 -8.43 0.46
H -0.39 -4.97 -6.19 0.43
C -4.65 -4.89 -0.83 -0.76
C -5.30 -5.11 -2.04 -0.38
C -6.41 -4.34 -2.38 -0.51
C -6.84 -3.36 -1.50 0.12
C -6.20 -3.14 -0.29 -0.49
C -5.10 -3.91 0.04 -0.36
N -7.99 -2.53 -1.86 1.05
O -8.55 -2.76 -2.91 -0.61
O -8.33 -1.66 -1.08 -0.62
H -3.78 -5.48 -0.57 0.54
H -4.95 -5.87 -2.72 0.41
H -6.92 -4.51 -3.31 0.47
H -6.55 -2.37 0.39 0.60
H -4.59 -3.74 0.98 0.50
C 4.91 -5.40 2.54 -0.56
C 4.51 -6.00 3.73 -0.36
C 3.17 -6.15 4.01 -0.54
C 2.24 -5.70 3.09 -0.02
C 2.62 -5.10 1.91 -0.19
C 3.97 -4.95 1.63 -0.32
N 0.80 -5.87 3.38 1.09
O 0.49 -6.38 4.44 -0.62
O 0.02 -5.50 2.53 -0.60
H 5.97 -5.29 2.32 0.41
H 5.25 -6.35 4.44 0.38
H 2.85 -6.61 4.94 0.46
H 1.88 -4.75 1.20 0.52
H 4.28 -4.48 0.71 0.35
C 8.05 6.51 5.22 -0.40
C 9.05 5.89 4.48 -0.46
C 8.91 5.77 3.10 -0.36
C 7.78 6.28 2.49 0.20
C 6.78 6.89 3.22 -0.30
C 6.92 7.00 4.59 -0.52
N 7.65 6.17 1.03 1.03
O 8.53 5.61 0.42 -0.61
O 6.66 6.65 0.52 -0.58
H 8.16 6.60 6.29 0.38
H 9.93 5.50 4.97 0.37
H 9.69 5.28 2.52 0.45
H 5.90 7.28 2.73 0.45
H 6.14 7.48 5.17 0.37
```